ORCA calculation (the ωB97M-V functional and the def2-TZVPD basis) on a structure of composition C37H37Br2N5O6PdS3.

The geometry in XYZ format:
```
91
Properties=species:S:1:pos:R:3:forces:R:3:mulliken_charge:R:1
Pd 1.381568 -0.444625 0.106870 -0.1 0.0 0.1 0.6848
Br 1.359420 -0.228488 6.876558 0.0 0.0 0.0 -0.0955
C 1.366567 -0.164825 5.010678 0.0 0.0 -0.1 -0.3389
C 0.269874 0.333596 4.324080 0.0 0.0 0.0 -0.8538
C 0.316576 0.348096 2.942171 0.1 0.0 0.0 -0.9280
N 1.378557 -0.087832 2.263213 0.0 0.0 0.1 0.6821
C 2.445372 -0.562001 2.924340 0.0 0.0 0.0 0.4840
C 2.472858 -0.624025 4.305547 0.0 0.0 0.0 -0.5603
C 3.574783 -1.042740 2.079866 0.0 -0.1 0.1 0.6674
C 4.861498 -1.166265 2.573323 0.0 0.0 0.0 -0.8866
C 5.854413 -1.645606 1.727785 -0.1 0.0 0.0 -0.1234
Br 7.603095 -1.824599 2.352100 0.0 0.0 0.0 -0.0842
C 5.538154 -1.986199 0.420329 0.0 0.0 0.0 -0.8691
C 4.232722 -1.813088 0.001615 0.0 -0.1 0.0 -0.4819
N 3.273587 -1.351702 0.807042 0.0 0.0 -0.1 0.4408
H -0.602704 0.702165 4.843175 0.0 0.0 0.0 0.5696
H -0.507803 0.735362 2.354385 0.0 0.0 0.0 0.6192
H 3.321442 -1.036870 4.830673 0.0 0.0 0.0 0.4875
H 5.098901 -0.882498 3.587975 0.0 0.0 0.0 0.5191
H 6.287504 -2.370093 -0.256166 0.0 0.0 0.0 0.4621
H 3.923848 -2.053214 -1.008537 0.0 0.0 0.0 0.6574
C 1.540442 -1.110347 -4.578371 0.1 0.1 0.0 -1.1077
S 0.955529 -0.465988 -3.022204 -0.1 -0.2 0.1 0.8534
O 1.742606 -1.263434 -1.975170 -0.1 0.3 0.0 -0.3183
C 1.666788 1.165098 -3.024546 0.0 0.0 -0.1 0.1970
C 2.916322 1.383343 -2.462853 0.0 0.1 0.0 -0.4246
C 3.409746 2.680290 -2.414812 0.1 -0.1 0.0 -0.8561
C 2.659470 3.731808 -2.921843 0.0 0.1 0.0 -0.5902
C 1.409424 3.497915 -3.481280 0.0 0.0 0.0 -0.5484
C 0.900571 2.207667 -3.528464 0.0 0.0 0.1 -0.5418
H 2.628931 -1.142841 -4.558056 0.0 0.0 0.0 0.3656
H 1.185342 -0.446139 -5.366180 0.0 0.0 0.0 0.4599
H 1.114538 -2.104294 -4.703681 0.0 0.0 0.0 0.3561
H 3.486618 0.550282 -2.073040 0.0 0.0 0.0 0.5266
H 4.384277 2.869765 -1.984208 0.0 0.0 0.0 0.4700
H 3.047984 4.740458 -2.881787 0.0 0.0 0.0 0.4548
H 0.828900 4.320516 -3.876933 0.0 0.0 0.0 0.4710
H -0.083415 2.021763 -3.945113 0.0 0.0 0.0 0.4826
O -0.373550 -1.709066 0.125232 0.3 -0.3 0.1 -0.1968
S -0.000058 -3.184763 -0.159836 0.0 0.3 0.1 0.5691
C -0.756419 -3.584442 -1.702625 0.0 0.0 -0.1 0.1860
C 0.032116 -4.223624 -2.647450 0.0 0.0 -0.1 -0.1574
C -0.531115 -4.552547 -3.875199 0.0 0.0 0.0 -0.6900
C -1.851004 -4.219416 -4.139386 0.0 0.0 0.0 -0.4446
C -2.625721 -3.565276 -3.184571 0.0 0.0 0.0 -0.9219
C -2.083368 -3.249660 -1.951663 0.0 0.0 0.0 -0.1061
C -1.016607 -4.085630 0.985040 -0.1 -0.1 0.0 0.5106
C -1.251318 -5.436544 0.762548 0.0 0.0 0.0 -0.6038
C -1.961605 -6.153159 1.711408 0.0 0.0 0.0 -0.6948
C -2.423301 -5.523792 2.860734 0.0 0.0 0.0 -0.5375
C -2.179886 -4.174127 3.065390 0.0 0.0 0.0 -0.7546
C -1.465811 -3.441433 2.127060 0.0 0.0 0.0 -0.1937
H 1.066685 -4.458141 -2.429205 0.0 0.0 0.0 0.4085
H 0.059463 -5.070859 -4.619020 0.0 0.0 0.0 0.5026
H -2.287625 -4.477820 -5.095159 0.0 0.0 0.0 0.4516
H -3.656861 -3.319943 -3.400537 0.0 0.0 0.0 0.4659
H -2.678327 -2.763847 -1.187736 0.0 0.0 0.0 0.4886
H -0.901865 -5.923382 -0.139619 0.0 0.0 0.0 0.4363
H -2.158957 -7.204127 1.550186 0.0 0.0 0.0 0.4098
H -2.978995 -6.089996 3.595824 0.0 0.0 0.0 0.4105
H -2.550935 -3.686619 3.956999 0.0 0.0 0.0 0.4409
H -1.279147 -2.385703 2.268122 0.0 0.0 0.0 0.3592
C -3.527605 4.991808 3.360094 0.0 0.0 0.0 -1.0976
C -4.272593 3.874998 2.649821 -0.1 0.0 0.0 -0.5615
S -3.332717 3.051131 1.398083 0.0 0.0 0.0 1.2923
O -2.043878 2.670269 1.940812 0.0 0.0 0.1 -0.5735
O -4.156194 2.026207 0.802955 0.0 0.0 0.0 -0.7826
C -3.039227 4.283858 0.135804 0.0 0.1 -0.1 -0.8766
C -2.423258 3.659881 -1.115260 0.0 -0.1 0.2 -1.2734
N -1.153689 2.984443 -0.812051 0.2 -0.2 -0.1 0.8924
C -1.016586 1.640371 -0.724462 -0.1 0.0 0.3 -0.2892
N 0.137112 1.328903 -0.137197 0.0 0.1 -0.5 1.9968
C 0.782362 2.501888 0.142147 0.0 0.0 0.0 -0.8363
C 0.002304 3.521589 -0.278535 -0.1 0.2 0.0 -1.3458
N 0.338377 4.919057 -0.268250 -0.1 0.0 0.1 1.2078
O 1.364741 5.222185 0.299176 -0.1 -0.1 -0.1 -0.6417
O -0.418577 5.689568 -0.836614 0.0 -0.1 0.0 -0.6381
C -2.029265 0.659015 -1.186819 0.1 0.0 -0.2 -1.0701
H -4.134397 5.350224 4.189798 0.0 0.0 0.0 0.3997
H -3.342798 5.840022 2.700820 0.0 0.0 0.0 0.3042
H -2.576984 4.638626 3.755792 0.0 0.0 0.0 0.2845
H -5.194093 4.209710 2.170449 0.0 0.0 0.0 0.4467
H -4.537939 3.056541 3.324165 0.0 0.0 0.0 0.4208
H -2.393485 5.052067 0.554766 0.0 0.0 0.0 0.5274
H -3.997158 4.736398 -0.124346 0.0 -0.1 0.0 0.5819
H -2.260324 4.425089 -1.866211 0.0 0.1 0.0 0.3966
H -3.086290 2.898598 -1.518302 0.0 0.0 0.0 0.5777
H 1.749731 2.559320 0.611290 0.0 0.0 0.0 0.8719
H -2.179355 0.741730 -2.266078 0.0 0.0 0.0 0.4065
H -2.982191 0.818694 -0.684508 0.0 0.0 0.0 0.5668
H -1.666073 -0.338704 -0.962346 0.0 0.0 0.0 -0.8279
```
Positions in Å, forces in eV/Å.

Computed properties:
relative energy (zero: lowest compared OMol25 entry of this formula, charge and spin): 4.9 kcal per mole
F_max: 0.50 eV/Å
HOMO (alpha / beta): -13.9 / -13.9 eV
frontier orbital gap (alpha / beta): 8.6 / 7.3 eV
energy: -8627.25025 Eh
spin multiplicity: 3
total charge: +2